Below is C20H29N3O5S in the gas phase at a distorted geometry, with properties calculated with ωB97M-V/def2-TZVPD.

- structure (SMILES) = CCCCn1ccnc1C(=O)c1ccc(S(=O)(=O)N(CCOC)CCOC)cc1
- ΔE to the lowest compared entry with this formula, charge and spin (kJ/mol) = 337.04

The geometry in ORCA input format:
```
! wB97M-V def2-TZVPD RIJCOSX def2/J DEFGRID3
* xyz 0 1
C -3.0785 1.1880 6.5878
C -3.9972 1.0998 5.3757
C -3.5718 -0.0231 4.4347
C -4.4932 -0.1089 3.2155
N -4.1241 -1.2104 2.3646
C -4.6492 -2.4525 2.4470
C -4.0033 -3.2157 1.5020
N -3.1040 -2.4649 0.8521
C -3.1760 -1.2489 1.3737
C -2.3674 -0.0968 0.9886
O -2.3772 0.9327 1.6488
C -1.5147 -0.2006 -0.2265
C -1.7065 -1.1469 -1.2315
C -0.8817 -1.1434 -2.3430
C 0.1214 -0.1992 -2.4531
S 1.1610 -0.2113 -3.9140
O 0.9326 0.9791 -4.6824
O 0.9716 -1.4781 -4.5684
N 2.6965 -0.1266 -3.2821
C 3.2045 -1.3483 -2.7182
C 3.4298 -1.2826 -1.1974
O 4.5815 -0.5749 -0.8010
C 5.7933 -1.2664 -0.9785
C 3.5944 0.9177 -3.7075
C 3.8722 1.9612 -2.6128
O 2.7486 2.7038 -2.2107
C 2.2259 3.5831 -3.1864
C 0.3252 0.7529 -1.4715
C -0.4982 0.7489 -0.3614
H -3.3924 1.9940 7.2464
H -2.0551 1.3789 6.2742
H -3.0967 0.2575 7.1514
H -3.9747 2.0462 4.8327
H -5.0240 0.9286 5.7087
H -2.5539 0.1609 4.0878
H -3.5859 -0.9780 4.9669
H -5.5285 -0.2597 3.5356
H -4.4228 0.8190 2.6446
H -5.4256 -2.6996 3.1424
H -4.1395 -4.2511 1.2626
H -2.4879 -1.8818 -1.1326
H -1.0011 -1.8646 -3.1360
H 4.1369 -1.6334 -3.2203
H 2.4585 -2.1175 -2.9288
H 3.4726 -2.3090 -0.8037
H 2.5915 -0.7569 -0.7337
H 6.5654 -0.6469 -0.5261
H 6.0348 -1.4211 -2.0355
H 5.7676 -2.2411 -0.4763
H 3.1282 1.4005 -4.5680
H 4.5489 0.4826 -4.0254
H 4.6592 2.6390 -2.9806
H 4.2196 1.4577 -1.7077
H 1.6869 3.0447 -3.9711
H 3.0242 4.1863 -3.6334
H 1.5321 4.2370 -2.6601
H 1.1156 1.4793 -1.5807
H -0.3693 1.4809 0.4222
*
```



Below is 6 unconnected molecules or ions with the total composition C9H32N4O6 at a distorted geometry, with properties calculated with ωB97M-V/def2-TZVPD.

- structure (SMILES) = COC[C@H](C)N.COC[C@H](C)N.NC(N)=O.O.O.O
- ΔE to the lowest compared entry with this formula, charge and spin (kJ/mol) = 0.00

The geometry in ORCA input format:
```
! wB97M-V def2-TZVPD RIJCOSX def2/J DEFGRID3
* xyz 0 1
C 3.7268 -1.5061 -3.2103
O 3.0103 -1.3314 -1.9830
C 3.8212 -1.3783 -0.7854
C 2.9106 -1.2350 0.4267
C 3.5819 -1.0926 1.7970
N 1.8614 -2.2214 0.4446
H 4.3473 -0.6111 -3.5308
H 3.0893 -1.6985 -4.0988
H 4.3995 -2.3470 -3.0255
H 4.4275 -2.2220 -0.8001
H 4.3494 -0.4165 -0.7332
H 2.4846 -0.2702 0.1931
H 3.9109 -2.0448 2.1845
H 2.7997 -0.7564 2.5134
H 4.4344 -0.3737 1.8101
H 2.3312 -3.1256 0.6208
H 1.3481 -2.2418 -0.4151
C -2.8479 3.3219 -3.3848
O -1.6897 3.6438 -2.6054
C -0.9570 2.4792 -2.3422
C -1.6467 1.4011 -1.4670
C -2.1367 2.0676 -0.2029
N -0.6353 0.3907 -1.0636
H -3.3749 4.2562 -3.6762
H -3.5419 2.8392 -2.7542
H -2.5911 2.7063 -4.2186
H -0.6242 1.9661 -3.2538
H -0.0872 2.8018 -1.7587
H -2.4077 0.9761 -2.1055
H -2.9261 2.7463 -0.4760
H -1.3761 2.7144 0.2282
H -2.4506 1.3543 0.5163
H -0.0731 -0.0603 -1.8168
H -1.1017 -0.3579 -0.5457
N -3.6062 -1.8380 1.5566
C -3.3684 -1.9796 2.9532
N -3.4824 -0.8716 3.6994
O -3.0468 -3.0330 3.4104
H -4.2644 -1.1866 1.1645
H -3.7469 -2.6937 1.0526
H -3.1945 -0.0071 3.2961
H -3.0571 -1.0805 4.6467
O 1.2108 1.8754 0.7707
H 0.6681 1.3246 0.0631
H 1.7673 2.5260 0.3700
O -1.1824 0.9862 2.8393
H -0.6783 0.1621 2.9510
H -0.6825 1.4079 2.1345
O 0.1514 -1.6056 3.0328
H 0.6795 -2.1012 2.3410
H -0.5337 -2.2595 3.2370
*
```



We obtain M values of 423.54 292.38 Da for the records listed above, in that order.
We obtain HOMO-LUMO gap values of 0.3201 0.3710 Eh for the records listed above, in that order.
We obtain highest occupied orbital energy values of -9.08 -9.60 eV for the records listed above, in that order.